Run a
A gas-phase ion, C3H11N2S2 (charge +1), computed with wB97M-V/def2-TZVPD.

**E_LUMO**: -3.28 eV
**Kohn-Sham gap**: 9.51 eV
**SMILES**: NC[C@H]([NH3+])CSS

```
! wB97M-V def2-TZVPD RIJCOSX def2/J DEFGRID3
* xyz 1 1
S 1.4493 -2.4723 1.3065
S -0.1532 -1.4400 0.5739
C 0.3835 0.2800 0.3721
C -0.2507 0.9808 -0.8006
C -0.0218 2.5008 -0.7653
N -0.9560 3.1101 -1.7030
N -1.7380 0.7742 -0.8105
H 2.1241 -2.7007 0.1651
H 1.4721 0.3528 0.3094
H 0.2289 0.8294 1.3137
H 0.1152 0.5687 -1.7389
H 1.0166 2.7325 -1.0077
H -0.1566 2.8399 0.2430
H -0.5602 3.2571 -2.6221
H -1.4092 3.9541 -1.4013
H -2.0839 1.4801 -1.4714
H -2.1411 0.8414 0.1292
H -1.9443 -0.1643 -1.1592
*
```

---

Run b
2 unconnected molecules or ions with the total composition C3H11N2S2, computed with wB97M-V/def2-TZVPD.

**E_LUMO**: -3.30 eV
**Kohn-Sham gap**: 9.58 eV

```
! wB97M-V def2-TZVPD RIJCOSX def2/J DEFGRID3
* xyz 1 1
C -2.2387 -0.8892 0.7827
S -0.5585 -1.5526 0.5418
S -0.3791 -1.5896 -1.5019
H -2.2237 0.1946 0.7734
H -2.5963 -1.2264 1.7483
H -2.8783 -1.2624 -0.0031
H -0.8688 -2.8177 -1.7415
C 0.7743 1.5674 2.0820
N 1.4689 2.2498 -1.4689
C 1.2958 2.3799 -0.1578
N 0.8875 1.4384 0.6297
H -0.2381 1.3172 2.3816
H 1.0145 2.5827 2.3777
H 1.4642 0.8769 2.5612
H 1.1340 1.4164 -1.9393
H 1.4606 3.0924 -2.0244
H 1.5997 3.3243 0.2814
H 0.5910 0.5482 0.2223
*
```

---

Most stable structure - run b; separation to the second - 27.0 kJ/mol.

---

Run a
A single C3H5P molecule, computed with wB97M-V/def2-TZVPD.

**E_LUMO**: 0.18 eV
**Kohn-Sham gap**: 8.54 eV
**SMILES**: CC1=PC1

```
! wB97M-V def2-TZVPD RIJCOSX def2/J DEFGRID3
* xyz 0 1
C 0.3503 0.2349 0.1032
C 0.9685 -1.1927 0.1099
C -1.0076 0.9124 -0.0930
P 2.0794 0.2852 -0.1167
H 1.1160 -1.7155 1.0364
H 0.5758 -1.9455 -0.6519
H -1.7745 0.3459 0.2814
H -1.2501 1.1151 -1.1424
H -1.0578 1.9602 0.4731
*
```

---

Run b
A single C3H5P molecule, computed with wB97M-V/def2-TZVPD.

**E_LUMO**: 0.47 eV
**Kohn-Sham gap**: 9.74 eV
**SMILES**: P=C1CC1

```
! wB97M-V def2-TZVPD RIJCOSX def2/J DEFGRID3
* xyz 0 1
C 0.1976 0.4283 -0.4526
C -0.1436 0.6835 0.9982
C -0.1606 -0.7299 0.3949
P 0.4636 0.8986 -1.9958
H 0.6355 0.7788 1.6728
H -1.1044 1.0177 1.1545
H -0.9325 -1.4997 0.2420
H 0.6304 -1.3000 0.7669
H 0.4139 -0.2774 -2.7809
*
```

---

Most stable structure - run a; separation to the second - 18.3 kJ/mol.

---

Run a
A single C6H14 molecule, computed with wB97M-V/def2-TZVPD.

**E_LUMO**: 1.15 eV
**Kohn-Sham gap**: 11.97 eV
**SMILES**: CCCC(C)C

```
! wB97M-V def2-TZVPD RIJCOSX def2/J DEFGRID3
* xyz 0 1
C 1.9786 0.8218 0.7564
C 1.1139 1.3993 -0.3386
C -0.3421 0.9083 -0.3304
C -0.5985 -0.5072 0.1227
C -2.0384 -0.7104 0.6023
C -0.1980 -1.5617 -0.9486
H 1.5462 0.9155 1.7619
H 2.0942 -0.2515 0.6056
H 2.9788 1.2524 0.8003
H 1.5545 1.1488 -1.2985
H 1.0517 2.4942 -0.2883
H -0.7805 0.9797 -1.3253
H -0.9705 1.5695 0.2806
H 0.0377 -0.7655 0.9735
H -2.3700 0.0955 1.2722
H -2.1044 -1.5973 1.2255
H -2.7197 -0.8701 -0.2288
H 0.4694 -1.0803 -1.6654
H 0.3726 -2.3485 -0.4731
H -1.0757 -1.8926 -1.5037
*
```

---

Run b
A single C6H14 molecule, computed with wB97M-V/def2-TZVPD.

**E_LUMO**: 1.21 eV
**Kohn-Sham gap**: 12.07 eV
**SMILES**: CCC(C)CC

```
! wB97M-V def2-TZVPD RIJCOSX def2/J DEFGRID3
* xyz 0 1
C 2.5652 0.1045 -0.1715
C 1.2953 -0.7035 0.0873
C -0.0221 0.0772 0.2962
C -0.0658 1.4518 -0.3715
C -1.2042 -0.8041 -0.1353
C -2.5480 -0.3733 0.4419
H 2.7771 0.7888 0.6577
H 3.4222 -0.5695 -0.2786
H 2.5147 0.7027 -1.0876
H 1.1653 -1.4425 -0.7146
H 1.4465 -1.2852 1.0030
H -0.1253 0.2530 1.3789
H -0.9656 1.9957 -0.0634
H 0.7984 2.0568 -0.0773
H -0.0741 1.3765 -1.4668
H -1.0050 -1.8438 0.1576
H -1.2549 -0.8112 -1.2340
H -2.8500 0.6133 0.0744
H -3.3370 -1.0873 0.1828
H -2.4949 -0.3200 1.5356
*
```

---

Most stable structure - run b; separation to the second - 24.0 kJ/mol.

---

Run a
A single C6H14 molecule, computed with wB97M-V/def2-TZVPD.

**E_LUMO**: 1.11 eV
**Kohn-Sham gap**: 11.66 eV
**SMILES**: CCCC(C)C

```
! wB97M-V def2-TZVPD RIJCOSX def2/J DEFGRID3
* xyz 0 1
C 2.0149 1.4375 0.4924
C 0.9813 1.3821 -0.6973
C -0.4944 0.7154 -0.4466
C -0.7119 -0.6264 0.3174
C -2.1599 -0.9096 0.4042
C 0.1230 -1.8295 -0.2995
H 1.5920 1.7713 1.5911
H 2.5018 0.4249 0.6401
H 2.8864 2.1257 0.2562
H 1.4275 0.8533 -1.5725
H 0.7663 2.3852 -1.0028
H -1.0107 0.5275 -1.4012
H -0.9683 1.4185 0.2729
H -0.4289 -0.5003 1.4098
H -2.6415 -0.5862 1.4077
H -2.4115 -1.9471 0.4037
H -2.5771 -0.4686 -0.5427
H 1.1277 -1.6468 -0.0087
H -0.1925 -2.7264 0.1949
H 0.1758 -1.8005 -1.4190
*
```

---

Run b
2 unconnected molecules or ions with the total composition C6H14, computed with wB97M-V/def2-TZVPD.

**E_LUMO**: 1.27 eV
**Kohn-Sham gap**: 10.88 eV
**SMILES**: C=CCC(C)C.[H][H]

```
! wB97M-V def2-TZVPD RIJCOSX def2/J DEFGRID3
* xyz 0 1
C 2.6517 0.3965 0.1535
C 1.5202 -0.1622 0.5748
C 0.2355 0.5717 0.8534
C -1.0276 -0.2281 0.5025
C -2.2775 0.5009 0.9977
C -1.1212 -0.5165 -0.9963
H 2.7213 1.4643 -0.0481
H 1.9528 -1.2035 -2.9834
H 3.5570 -0.1884 0.0112
H 2.0611 -0.8731 -2.3257
H 1.5070 -1.2365 0.7735
H 0.2311 1.5304 0.3148
H 0.1985 0.8179 1.9253
H -0.9637 -1.1918 1.0322
H -3.1826 -0.0855 0.8036
H -2.2262 0.6934 2.0759
H -2.3905 1.4680 0.4900
H -1.9947 -1.1389 -1.2219
H -1.2215 0.4172 -1.5650
H -0.2310 -1.0358 -1.3678
*
```

---

Run c
A molecular structure, C6H14, computed with wB97M-V/def2-TZVPD.

**E_LUMO**: 1.22 eV
**Kohn-Sham gap**: 9.87 eV

```
! wB97M-V def2-TZVPD RIJCOSX def2/J DEFGRID3
* xyz 0 1
C 2.8428 0.2892 0.2931
C 1.6322 -0.2769 0.2210
C 0.3354 0.4799 0.3975
C -0.9859 -0.3096 0.3480
C -2.0915 0.5195 1.0102
C -1.4240 -0.7322 -1.0579
H 2.9504 1.3737 0.3014
H 1.9853 -0.0500 -1.4111
H 3.7467 -0.3081 0.2234
H 1.3514 -0.3175 -1.7999
H 1.5411 -1.3593 0.0947
H 0.2659 1.3654 -0.2542
H 0.4663 0.8546 1.4162
H -0.8451 -1.2209 0.9479
H -3.0355 -0.0360 1.0441
H -1.8235 0.7954 2.0367
H -2.2725 1.4465 0.4500
H -2.3896 -1.2534 -1.0151
H -1.5484 0.1418 -1.7098
H -0.7016 -1.4023 -1.5360
*
```

---

Run d
2 unconnected molecules or ions with the total composition C6H14, computed with wB97M-V/def2-TZVPD.

**E_LUMO**: 1.26 eV
**Kohn-Sham gap**: 10.78 eV
**SMILES**: C=CCC(C)C.[H][H]

```
! wB97M-V def2-TZVPD RIJCOSX def2/J DEFGRID3
* xyz 0 1
C -1.6958 2.0051 1.1601
C -0.7669 1.4622 0.3767
C 0.0389 0.2390 0.7507
C 1.0283 -0.2718 -0.3081
C 2.0572 -1.1906 0.3515
C 0.3437 -1.0014 -1.4661
H -1.9471 1.5666 2.1260
H -2.6684 0.1989 -0.5661
H -2.2509 2.8924 0.8670
H -2.5691 -0.4332 -0.9451
H -0.5631 1.9184 -0.5940
H -0.6402 -0.5811 1.0288
H 0.6029 0.4832 1.6607
H 1.5620 0.5983 -0.7195
H 2.8005 -1.5395 -0.3736
H 2.5854 -0.6731 1.1603
H 1.5676 -2.0751 0.7801
H 1.0886 -1.3935 -2.1685
H -0.2384 -1.8553 -1.0951
H -0.3354 -0.3496 -2.0257
*
```

---

Most stable structure - run a; separation to the second - 7.8 kJ/mol.

---

Run a
A single C3H4INS molecule, computed with wB97M-V/def2-TZVPD.

**E_LUMO**: -0.96 eV
**Kohn-Sham gap**: 7.27 eV
**SMILES**: IN1C=CSC1

```
! wB97M-V def2-TZVPD RIJCOSX def2/J DEFGRID3
* xyz 0 1
C -0.8431 0.2840 -0.5782
C -0.4748 -0.9548 -0.9196
C 0.6083 -0.1849 1.0217
N -0.1404 0.9078 0.4281
S 1.0880 -1.3349 -0.1853
I 1.0858 2.6347 -0.2746
H -1.7866 0.5986 -1.0717
H -0.7959 -1.6092 -1.7081
H 1.4837 0.2301 1.5837
H -0.2250 -0.5713 1.7041
*
```

---

Run b
A molecular structure, C3H4INS, computed with wB97M-V/def2-TZVPD.

**E_LUMO (spin up / spin down)**: -0.69 / -1.04 eV
**Kohn-Sham gap (spin up / spin down)**: 7.62 / 7.41 eV

```
! wB97M-V def2-TZVPD RIJCOSX def2/J DEFGRID3
* xyz 0 1
C 1.3226 0.6536 -1.3801
C -1.2272 0.0081 0.4828
C 0.1050 -0.7919 0.4558
N -1.5919 0.5765 -0.6827
S 1.5331 0.3312 0.2203
I 2.6754 1.9942 -2.2058
H -2.0142 -0.7175 0.7720
H -1.1678 0.7468 1.3062
H 0.2661 -1.3049 1.4038
H 0.0989 -1.4960 -0.3724
*
```

---

Most stable structure - run a; separation to the second - 418.4 kJ/mol.

---

Run a
2 unconnected molecules or ions with the total composition C9H19ClNO, computed with wB97M-V/def2-TZVPD.

**E_LUMO**: 2.36 eV
**Kohn-Sham gap**: 5.70 eV

```
! wB97M-V def2-TZVPD RIJCOSX def2/J DEFGRID3
* xyz -1 1
Cl 9.1244 -7.5871 8.5490
C 11.4339 -7.9516 0.2267
C 10.0036 -7.3733 -0.0374
C 9.5045 -7.8277 -1.4078
C 8.8116 -9.2309 -1.3717
C 7.7326 -9.3271 -0.3201
C 8.3821 -8.8969 1.0476
N 9.0406 -7.5580 1.0903
O 9.4825 -7.2248 2.3658
C 7.0720 -8.9353 1.9085
C 9.2033 -10.1181 1.5928
C 10.2069 -5.8544 -0.3119
H 11.8291 -7.7472 1.2217
H 12.0937 -7.5363 -0.5351
H 11.5103 -9.0253 0.3981
H 8.6974 -7.1518 -1.6903
H 10.2198 -7.8226 -2.2301
H 9.5834 -9.9865 -1.2251
H 8.3840 -9.4782 -2.3433
H 7.4047 -10.3661 -0.3497
H 6.9270 -8.7162 -0.7274
H 6.5727 -9.8722 1.6614
H 7.2826 -8.9934 2.9763
H 6.4076 -8.1239 1.6112
H 9.3753 -9.9769 2.6599
H 8.6827 -11.0664 1.4591
H 10.2178 -10.1491 1.1953
H 11.0525 -5.7266 -0.9877
H 10.4250 -5.2828 0.5902
H 9.3490 -5.3738 -0.7822
H 9.9012 -8.0353 2.6650
*
```

---

Run b
2 unconnected molecules or ions with the total composition C9H19ClNO, computed with wB97M-V/def2-TZVPD.

**E_LUMO**: 2.39 eV
**Kohn-Sham gap**: 5.79 eV

```
! wB97M-V def2-TZVPD RIJCOSX def2/J DEFGRID3
* xyz -1 1
Cl -7.8665 1.2238 -1.4352
C -0.6521 -1.6077 2.0036
C 0.1988 -0.6244 1.2303
C 1.4553 -1.4380 0.7505
C 2.0684 -0.7421 -0.4061
C 1.0963 -0.3115 -1.4885
C -0.0971 0.5726 -1.1002
N -0.6567 -0.0520 0.1382
O -1.7998 0.7040 0.6121
C 0.4635 1.9584 -0.8764
C -1.0463 0.4310 -2.3624
C 0.5420 0.5074 2.1711
H -1.6005 -1.2006 2.3541
H -0.0376 -1.9223 2.8472
H -0.8325 -2.5262 1.4451
H 2.1540 -1.4181 1.5869
H 1.2497 -2.4685 0.4610
H 2.7171 -1.4896 -0.8628
H 2.5966 0.0980 0.0447
H 0.8327 -1.2312 -2.0108
H 1.6482 0.3333 -2.1723
H 0.7796 2.3973 -1.8228
H -0.2372 2.5758 -0.3143
H 1.3379 1.9524 -0.2256
H -1.8848 1.0963 -2.1566
H -0.4759 0.9284 -3.1469
H -1.3236 -0.5787 -2.6654
H 0.8366 0.1411 3.1546
H -0.3143 1.1234 2.4456
H 1.3035 1.1967 1.8062
H -2.4555 0.3710 -0.0050
*
```

---

Most stable structure - run b; separation to the second - 42.6 kJ/mol.